1.
# C25H48O24

8 unconnected molecules or ions with the total composition C25H48O24 in a non-equilibrium geometry (ωB97M-V/def2-TZVPD, the Open Molecules 2025 dataset).

Each line ends with the Löwdin charge.
Cartesian coordinates (Å):
C 2.23592 -1.02412 17.10022  -0.006
C 1.43967 -2.33880 17.06124  -0.366
C -0.09411 -1.99139 17.14459  -0.040
O -0.63337 -3.21130 16.58161  0.100
C 0.23924 -3.69515 15.79746  -0.613
O 0.15676 -4.64623 15.03643  0.134
O 1.43541 -3.08278 15.93548  0.094
H 2.06151 -0.61937 18.07660  0.057
H 1.98594 -0.39811 16.23928  0.093
H 3.32689 -1.31279 17.01399  0.090
H 1.60591 -2.95511 17.99047  0.139
H -0.31870 -1.16945 16.51505  0.112
H -0.50230 -1.67554 18.17151  0.161
C -1.74769 -1.91300 22.05142  -0.031
O -2.78761 -2.67765 21.50437  0.025
C -2.85571 -3.99416 21.61624  -0.441
O -1.97025 -4.65872 22.45445  -0.049
O -3.60423 -4.63861 20.73977  0.029
C -3.54279 -6.02823 20.79255  -0.060
H -1.69963 -1.95331 23.09843  0.090
H -1.80761 -0.83336 21.86318  0.087
H -0.81193 -2.26994 21.76208  0.058
H -2.55433 -6.28967 20.63407  0.034
H -4.08731 -6.48015 19.90750  0.133
H -3.82911 -6.52676 21.70198  0.102
C 5.54630 -0.72979 21.58675  0.009
O 4.46539 0.23008 21.33791  0.014
C 4.17783 0.54405 20.12702  -0.428
O 4.69453 -0.19952 19.09942  -0.022
O 3.42317 1.73891 20.04578  -0.052
C 3.55269 2.44646 18.79845  -0.025
H 6.39060 -0.50005 20.88794  0.107
H 5.34062 -1.74498 21.47503  0.055
H 6.14728 -0.48842 22.52594  0.124
H 2.86326 3.25857 18.68637  0.087
H 3.22147 1.81539 17.99295  0.081
H 4.56746 2.72794 18.77886  0.089
C 2.91901 -6.65959 16.54765  0.029
O 2.37072 -5.78011 17.57684  0.005
C 1.15498 -5.83877 18.00486  -0.510
O 0.14881 -6.59815 17.33711  -0.056
O 0.97032 -5.15563 19.08597  -0.018
C -0.37513 -4.92423 19.53547  -0.015
H 3.88992 -6.25242 16.25318  0.086
H 2.18879 -6.76235 15.77565  0.089
H 3.13902 -7.63428 16.94092  0.076
H -0.94752 -5.87799 19.77771  0.100
H -0.95702 -4.44903 18.68777  0.117
H -0.57093 -4.20576 20.30556  0.067
C 3.24550 -3.70388 20.74838  -0.016
O 3.16030 -2.61372 21.65180  -0.002
C 2.13534 -1.78971 21.65172  -0.459
O 1.49308 -1.60426 20.49636  -0.012
O 1.95740 -0.92032 22.65050  0.000
C 1.32731 0.31657 22.40779  -0.048
H 3.18846 -3.40852 19.65841  0.099
H 2.51714 -4.49433 20.93490  0.085
H 4.15798 -4.21146 21.06634  0.097
H 0.48731 0.02807 21.70553  0.083
H 1.95599 1.02543 21.84326  0.087
H 0.86409 0.67676 23.32075  0.104
C 1.47169 -7.60415 21.10425  -0.048
O 2.71808 -6.96208 21.28987  -0.020
C 3.73204 -7.25475 20.43635  -0.288
O 3.50350 -8.11630 19.28170  -0.087
O 4.97819 -6.76254 20.78544  -0.023
C 5.95978 -6.96729 19.81020  -0.073
H 1.18105 -7.68866 20.02036  0.101
H 0.64696 -6.90359 21.39048  0.104
H 1.38838 -8.58154 21.55431  0.100
H 6.98560 -7.01614 20.21562  0.105
H 5.84037 -6.32549 18.95833  0.080
H 5.90792 -8.04894 19.48436  0.112
C 5.34249 -4.41869 13.53346  -0.015
O 5.63175 -4.65378 14.87316  0.025
C 5.67573 -3.77810 15.82875  -0.455
O 5.99705 -2.41134 15.65287  -0.066
O 5.62157 -4.23175 17.02867  0.036
C 5.46273 -3.37413 18.08386  -0.042
H 4.33003 -4.18772 13.54077  0.087
H 5.62563 -5.13536 12.80486  0.097
H 5.80758 -3.50396 13.28087  0.085
H 5.64039 -3.87671 18.90728  0.040
H 4.44471 -3.07143 18.08354  0.076
H 6.06093 -2.50524 17.99690  0.098
C -0.71437 2.44753 21.01246  -0.006
O -1.66833 1.35494 20.70875  -0.017
C -2.94647 1.52017 20.93945  -0.525
O -3.45571 2.72749 21.41582  -0.063
O -3.68181 0.58284 20.44051  -0.012
C -5.13610 0.53953 20.76483  0.035
H -0.93161 3.41396 20.56657  0.086
H 0.24066 2.26569 20.34221  0.133
H -0.63897 2.58734 22.04777  0.076
H -5.48604 -0.48512 20.41251  0.122
H -5.59472 1.43219 20.37216  0.089
H -5.09673 0.56276 21.85158  0.092

As for the HOMO energy: -9.49 eV. As for the charge: 0. The calculation puts the orbital gap at 9.9 eV. Its SMILES is C[C@H]1COC(=O)O1.COC(=O)OC.COC(=O)OC.COC(=O)OC.COC(=O)OC.COC(=O)OC.COC(=O)OC.COC(=O)OC. As for the multiplicity: 1. The energy relative to the best compared isomer or geometry (same formula, charge and spin) is 249.4 kcal/mol.

2.
# C4H7NO2

A single C4H7NO2 molecule (ωB97M-V/def2-TZVPD, the Open Molecules 2025 dataset).

Each line ends with the Löwdin charge.
Cartesian coordinates (Å):
O -1.84730 0.57593 -1.13511  -0.048
C -0.44409 0.46958 -1.26462  -0.188
C 0.17006 -0.00508 0.06612  -0.435
C 1.40894 0.53859 0.68654  -0.099
N 0.08679 0.94592 1.15874  0.076
C -0.19193 -1.43905 0.32130  -0.181
O -1.28884 -1.78047 0.71129  0.073
H -2.14591 -0.09781 -0.49578  0.080
H -0.14390 -0.21463 -2.09066  0.128
H -0.03067 1.46024 -1.51684  0.131
H 1.97072 1.32197 0.18106  0.105
H 2.02373 -0.11284 1.32105  0.114
H -0.13350 0.51618 2.05454  0.106
H 0.56592 -2.17852 0.00237  0.136

As for the HOMO energy: -9.89 eV. As for the charge: 0. The calculation puts the orbital gap at 10.4 eV. Its SMILES is O=C[C@]1(CO)CN1. As for the multiplicity: 1. The energy relative to the best compared isomer or geometry (same formula, charge and spin) is 61.3 kcal/mol.

3.
# C2HBr2ClO

A molecular structure, C2HBr2ClO in a non-equilibrium geometry (ωB97M-V/def2-TZVPD, the Open Molecules 2025 dataset).

Each line ends with the Löwdin charge.
Cartesian coordinates (Å):
C 0.33680 0.77512 -0.78218  -0.464
C 0.87978 -0.24375 -0.17156  -1.113
O -0.35732 1.61360 -1.14366  0.170
Cl -2.78113 -0.08641 1.07914  0.339
Br 1.34601 -1.96617 -0.87235  0.652
Br 2.23823 0.53734 0.92491  0.723
H -1.66238 -0.62973 0.96571  -0.307

As for the HOMO energy (spin up / spin down): -6.88 / -10.95 eV. As for the charge: 0. The calculation puts the orbital gap (spin up / spin down) at 6.6 / 7.8 eV. As for the multiplicity: 3. The energy relative to the best compared isomer or geometry (same formula, charge and spin) is 2.0 kcal/mol.

4.
# C30H49BrIN5O2

3 unconnected molecules or ions with the total composition C30H49BrIN5O2 in a non-equilibrium geometry (ωB97M-V/def2-TZVPD, the Open Molecules 2025 dataset).

Each line ends with the Löwdin charge.
Cartesian coordinates (Å):
N -7.67285 -0.03631 -2.46562  -0.044
C -7.42408 -0.21929 -3.95609  -0.254
C -6.75338 -1.67328 -4.12004  -0.209
C -5.30173 -1.67555 -4.80805  -0.215
C -4.26729 -0.59560 -4.21815  -0.153
C -4.38093 -0.37227 -2.62980  -0.182
C -4.37068 -1.59997 -1.66990  -0.045
N -4.42446 -1.56920 -0.23761  0.086
C -4.52599 -0.19565 0.18399  -0.183
C -4.62699 0.06043 1.74673  -0.034
C -4.70305 1.50515 2.36283  -0.650
I -4.80021 1.87197 4.51210  0.722
C -4.69269 2.78558 1.42620  -0.146
C -4.60794 2.50547 -0.10114  -0.512
Br -4.56806 4.10769 -1.30699  0.590
C -4.52935 1.05279 -0.73121  -0.190
N -4.47127 0.97269 -2.16727  0.105
H -8.48807 -0.62408 -2.24286  0.065
H -7.83208 0.95656 -2.24411  0.065
H -6.71109 0.64123 -4.24904  0.111
H -8.42609 -0.09057 -4.49375  0.106
H -7.45662 -2.27407 -4.82325  0.109
H -6.77230 -2.26174 -3.12149  0.107
H -4.86709 -2.74838 -4.85199  0.113
H -5.47072 -1.38537 -5.91951  0.116
H -3.18362 -0.91602 -4.43821  0.113
H -4.46508 0.42705 -4.71967  0.116
H -4.31401 -2.64427 -2.16311  0.127
H -4.63913 -0.80496 2.51190  0.098
H -4.74232 3.86273 1.83495  0.093
C 2.38097 -0.69875 -0.95642  -0.030
C 2.13545 -2.14146 -1.46597  -0.469
C 1.68217 -2.14700 -2.94611  -0.142
C 0.21848 -1.78717 -3.15063  -0.185
C -0.66853 -2.66357 -2.27530  -0.141
C -0.28735 -2.59680 -0.79140  -0.476
N 1.17539 -2.83838 -0.55186  -0.031
O 1.39044 -4.18063 -0.68149  -0.027
C -0.71883 -1.22024 -0.23679  -0.039
C -1.18410 -3.59177 -0.00726  -0.039
C 3.56806 -2.75242 -1.44517  -0.049
H 1.49358 -0.17695 -0.61462  0.049
H 3.07118 -0.69510 -0.10602  0.073
H 2.82246 -0.07644 -1.74016  0.091
H 1.84103 -3.14273 -3.37328  0.121
H 2.30426 -1.46520 -3.53380  0.120
H 0.05681 -0.72733 -2.93633  0.107
H -0.04871 -1.93296 -4.20200  0.111
H -1.71345 -2.35851 -2.40819  0.097
H -0.60708 -3.69755 -2.63693  0.128
H -0.32818 -1.05757 0.76991  0.095
H -1.81081 -1.14480 -0.17830  0.057
H -0.42315 -0.37978 -0.86803  0.064
H -1.09635 -4.61724 -0.37560  0.077
H -2.24130 -3.32459 -0.10456  0.063
H -0.93990 -3.58553 1.05986  0.091
H 3.94849 -2.84512 -0.42327  0.087
H 4.26322 -2.11123 -1.99729  0.088
H 3.61297 -3.73832 -1.91573  0.075
C 6.09530 1.36120 4.91718  -0.034
C 5.85816 1.43123 3.38729  -0.473
C 6.42805 2.73867 2.78792  -0.143
C 5.55512 3.96317 3.01323  -0.185
C 4.13117 3.69257 2.54287  -0.140
C 3.51691 2.44259 3.20395  -0.480
N 4.40254 1.23361 3.09775  -0.031
O 4.30137 0.76965 1.81823  -0.032
C 3.20269 2.76969 4.68375  -0.051
C 2.11183 2.19777 2.59102  -0.045
C 6.75939 0.27752 2.85509  -0.051
H 5.35540 1.87784 5.51887  0.050
H 6.08873 0.32342 5.26736  0.086
H 7.06498 1.79160 5.18280  0.088
H 6.55592 2.61912 1.70705  0.122
H 7.42728 2.93264 3.18939  0.120
H 5.57207 4.25019 4.06795  0.106
H 5.96749 4.81030 2.45688  0.114
H 3.51362 4.57338 2.75364  0.125
H 4.13513 3.57960 1.45179  0.125
H 2.91994 1.87235 5.23795  0.093
H 2.36739 3.47495 4.76189  0.086
H 4.02493 3.26151 5.20713  0.060
H 2.14192 2.07686 1.50509  0.072
H 1.44900 3.04747 2.78242  0.084
H 1.64184 1.30931 3.02500  0.090
H 6.39175 -0.70031 3.18136  0.087
H 7.78105 0.38712 3.23377  0.088
H 6.83099 0.26733 1.76427  0.076

As for the HOMO energy: -8.52 eV. As for the charge: 0. The calculation puts the orbital gap at 7.4 eV. As for the multiplicity: 3.

What is the formula in the fourth record? C30H49BrIN5O2